ORCA calculation (wB97M-V/def2-TZVPD) on a 34-piece molecular cluster, C13H80Br2N2O40P overall at a distorted geometry.

Total charge ... +1

Positions of all 138 atoms, in Å:
C1 -1.078 -1.349 3.191
C2 -1.419 -2.100 1.827
O1 -1.199 -3.352 1.788
N1 -1.933 -1.473 0.582
C3 -3.402 -1.536 0.464
C4 -4.175 -2.913 0.845
O2 -4.130 -0.597 0.041
C5 -1.387 -0.123 0.343
C6 -1.689 1.156 1.159
N2 -1.068 2.442 0.852
C7 -0.112 2.614 -0.247
P1 0.621 4.338 -0.448
O3 -0.514 5.278 -0.858
O4 1.294 4.819 1.066
O5 1.880 4.446 -1.576
C8 0.249 1.400 -1.170
C9 1.283 1.523 -2.378
C10 0.614 2.401 -3.549
O6 -0.642 2.482 -3.548
Br1 1.806 3.297 -4.837
C11 -0.399 0.019 -0.880
C12 -0.120 -1.304 -1.764
C13 0.794 -2.380 -0.982
O7 1.780 -1.940 -0.337
Br2 0.304 -4.319 -1.104
H1 -0.130 -0.698 3.010
H2 -0.813 -2.104 4.011
H3 -1.929 -0.708 3.605
H4 -4.722 -2.818 1.841
H5 -4.982 -3.071 0.032
H6 -3.491 -3.834 0.776
H7 -2.420 1.127 2.046
H8 -1.309 3.269 1.431
H9 2.038 4.202 1.281
H10 2.708 4.022 -1.208
H11 1.637 0.498 -2.785
H12 2.240 2.013 -1.953
H13 -1.150 -1.812 -1.898
H14 0.245 -1.041 -2.813
O8 4.560 3.310 -0.691
H15 4.638 2.726 -1.461
H16 5.391 3.179 -0.212
O9 -5.959 -4.555 1.952
H17 -5.615 -4.760 2.831
H18 -6.911 -4.671 2.044
O10 -6.851 -5.036 4.371
H19 -7.377 -4.295 4.703
H20 -7.501 -5.738 4.226
O11 -2.392 -1.943 5.488
H21 -2.428 -1.394 6.282
H22 -2.548 -2.839 5.817
O12 -4.140 0.518 -2.628
H23 -4.987 0.961 -2.505
H24 -3.878 0.263 -1.733
O13 4.997 0.912 -2.677
H25 4.548 0.766 -3.520
H26 4.744 0.144 -2.141
O14 6.899 0.523 -5.278
H27 6.284 0.950 -4.667
H28 7.516 0.057 -4.701
O15 4.535 -0.957 -6.757
H29 4.386 -1.249 -7.667
H30 5.321 -0.394 -6.819
O16 4.321 -0.233 -9.597
H31 4.089 -0.767 -10.368
H32 3.966 0.641 -9.802
O17 7.010 3.065 0.998
H33 6.981 3.827 1.594
H34 7.215 2.321 1.579
O18 5.389 -1.864 -1.598
H35 4.500 -2.195 -1.408
H36 5.879 -2.032 -0.784
O19 -5.547 0.820 2.315
H37 -5.788 0.293 1.545
H38 -5.915 1.695 2.123
O20 7.912 5.634 0.066
H39 7.637 4.794 -0.324
H40 7.823 6.267 -0.658
O21 1.489 0.934 3.083
H41 1.581 0.345 2.321
H42 2.319 0.820 3.568
O22 -9.666 -6.406 5.181
H43 -9.320 -6.609 6.059
H44 -10.620 -6.521 5.273
O23 1.281 7.942 -0.398
H45 0.762 8.683 -0.063
H46 0.626 7.246 -0.547
O24 1.818 -2.056 -4.281
H47 2.244 -1.572 -5.001
H48 1.758 -2.962 -4.611
O25 -2.487 -3.569 -2.575
H49 -2.519 -3.022 -1.780
H50 -2.656 -4.464 -2.249
O26 -6.920 3.617 1.664
H51 -6.314 4.235 2.092
H52 -7.763 3.767 2.113
O27 2.449 -2.153 2.354
H53 1.989 -2.305 1.515
H54 2.217 -2.921 2.891
O28 3.943 2.829 2.621
H55 3.068 2.477 2.830
H56 4.453 2.676 3.427
O29 9.611 2.215 -0.493
H57 10.222 2.832 -0.073
H58 8.773 2.369 -0.037
O30 -5.662 -4.170 -2.873
H59 -5.823 -4.462 -3.779
H60 -4.884 -3.600 -2.945
O31 -8.147 0.850 1.354
H61 -7.943 1.345 0.549
H62 -7.817 -0.038 1.171
O32 5.245 -3.831 -6.017
H63 5.013 -4.365 -6.787
H64 4.891 -2.953 -6.225
O33 3.289 1.534 5.785
H65 2.433 1.969 5.906
H66 3.555 1.291 6.681
O34 -6.989 -0.979 -2.242
H67 -6.790 -0.489 -3.049
H68 -6.655 -1.869 -2.420
O35 1.969 4.312 7.014
H69 2.918 4.273 7.189
H70 1.894 4.933 6.278
O36 -0.945 -4.228 -4.958
H71 -1.556 -3.808 -4.336
H72 -0.315 -4.690 -4.391
O37 2.268 -7.442 -0.469
H73 2.031 -7.979 -1.236
H74 1.897 -6.573 -0.667
O38 -6.488 -2.362 4.861
H75 -5.539 -2.409 5.033
H76 -6.562 -1.735 4.129
O39 -0.751 3.347 9.046
H77 -0.911 3.051 8.142
H78 0.017 3.928 8.968
O40 3.725 5.926 -3.498
H79 3.130 5.780 -2.752
H80 3.181 6.399 -4.140

Cartesian forces, eV/Å:
0.7 0.6 -0.8
1.5 -5.1 1.6
-1.1 5.1 -0.3
-0.9 2.6 1.2
-3.7 0.2 -0.6
0.8 0.3 -1.2
3.6 -2.6 1.3
2.2 3.8 -1.6
1.3 -0.7 -1.9
1.0 -3.4 -2.3
-0.4 -4.0 -0.2
-0.3 4.5 -0.4
2.8 -2.7 1.3
-0.8 -2.4 -3.0
-1.8 -1.6 3.0
-1.9 -0.6 2.3
0.7 0.5 0.6
-4.4 -0.4 1.1
5.7 0.0 -0.5
-0.9 -0.9 1.0
-0.8 1.7 2.2
-1.8 -0.1 0.6
2.9 3.0 1.2
-4.1 -2.5 -2.6
0.6 1.8 0.1
-1.7 -1.0 0.4
-0.5 1.0 -1.8
1.2 -0.8 -0.9
1.0 -0.1 -1.4
1.3 0.6 1.4
-1.0 1.5 0.6
1.2 0.2 -1.6
0.2 -0.8 -0.5
-0.3 0.7 0.1
-0.2 0.5 -0.3
-0.9 1.7 0.7
-1.5 -0.7 -1.0
1.8 1.1 0.1
-0.1 -0.7 1.6
-0.6 -0.2 -0.5
0.2 -0.1 0.0
-0.1 0.1 0.3
0.1 -0.1 -0.5
-0.5 -0.1 0.0
0.2 0.0 0.2
-0.6 -0.5 0.4
0.3 0.1 0.0
0.1 0.0 0.2
-0.4 -0.2 0.7
0.0 -0.1 -0.1
0.0 0.1 0.0
0.2 0.1 0.0
0.1 -0.1 0.0
-0.3 0.0 0.0
-0.6 0.3 -0.1
0.0 0.0 0.1
0.5 -0.2 -0.1
-0.2 0.0 0.0
0.3 0.0 0.0
-0.1 0.0 -0.1
-0.1 -0.3 0.0
-0.1 0.4 -0.1
0.0 -0.1 0.2
-0.2 -0.1 -0.3
0.1 0.1 0.1
0.1 -0.1 0.1
0.0 -0.1 0.3
0.0 0.1 -0.2
-0.2 0.0 -0.1
-0.4 0.2 0.3
0.2 -0.1 -0.1
0.0 0.0 -0.2
0.7 0.0 0.1
0.2 0.2 0.1
-0.3 -0.1 0.1
-0.2 -0.1 -0.2
0.2 0.1 0.0
0.0 0.0 0.2
0.2 0.3 -0.3
0.2 -0.1 0.2
-0.2 -0.3 0.2
0.0 0.0 0.2
0.0 0.0 -0.1
0.1 0.0 -0.1
-0.2 -0.1 0.1
0.1 -0.1 -0.1
0.0 0.1 -0.1
0.0 0.1 0.0
0.1 -0.1 0.0
-0.1 0.1 0.0
-0.4 0.0 0.2
-0.2 -0.2 -0.1
0.0 0.0 -0.1
0.2 0.1 0.2
-0.1 0.0 -0.1
0.1 -0.2 -0.1
-0.4 0.0 0.0
0.4 -0.1 0.1
0.1 0.1 0.0
-0.1 0.0 0.1
0.0 0.0 0.0
-0.1 0.1 0.0
0.0 0.1 0.2
-0.1 -0.1 -0.1
0.1 0.1 -0.1
0.1 0.3 -0.1
-0.1 0.0 0.1
0.0 -0.1 -0.1
0.0 -0.1 -0.3
-0.1 0.0 0.1
-0.3 0.1 0.0
-0.3 -0.1 -0.2
0.1 0.0 0.2
0.2 0.2 0.1
-0.2 0.1 0.0
0.1 0.1 0.1
0.0 -0.1 -0.2
0.1 0.0 -0.1
-0.1 -0.1 0.1
-0.1 0.0 0.0
0.1 -0.1 -0.2
-0.1 0.0 0.0
0.0 0.0 0.1
0.1 0.0 0.2
0.1 0.0 -0.1
-0.2 0.0 -0.1
-0.2 0.1 -0.2
0.1 0.0 0.1
0.2 -0.1 0.1
0.2 0.3 -0.1
-0.1 0.0 0.0
-0.1 0.0 0.2
0.1 0.0 -0.2
0.0 0.1 0.2
-0.1 -0.1 0.0
-0.2 0.0 0.0
0.1 0.2 -0.1
0.1 0.0 0.1

=====

ORCA calculation (wB97M-V/def2-TZVPD) on C13H8N3O10SSe4Ta as an isolated structure.

ΔE to the lowest compared entry with this formula, charge and spin ... 73.8 kcal per mole
Total charge ... 0

Positions of all 40 atoms, in Å:
Ta1 -0.031 -1.342 0.462
O1 -1.899 2.230 0.987
C1 -1.202 1.310 1.279
O2 -1.286 0.115 0.653
C2 -0.169 1.369 2.380
C3 -0.367 2.325 3.367
C4 0.505 2.397 4.432
C5 1.581 1.541 4.566
C6 1.770 0.595 3.581
C7 0.942 0.516 2.465
O3 1.262 -0.334 1.461
N1 2.867 -0.370 3.751
O4 2.646 -1.521 3.426
O5 3.897 0.043 4.229
N2 0.276 3.412 5.482
O6 1.065 3.440 6.400
O7 -0.679 4.142 5.343
H1 -1.208 3.002 3.297
H2 2.247 1.610 5.414
Se1 -0.052 -2.881 -1.546
Se2 -0.006 -4.792 -0.161
Se3 0.744 -3.572 1.690
Se4 -1.231 -2.469 2.343
N3 0.719 0.127 -1.200
C8 0.059 -0.116 -2.484
C9 0.793 -0.698 -3.511
C10 0.140 -1.097 -4.665
C11 -1.233 -0.930 -4.783
C12 -1.937 -0.270 -3.782
C13 -1.299 0.142 -2.623
S1 -2.095 -1.684 -6.173
O8 -3.408 -1.072 -6.144
O9 -1.268 -1.356 -7.315
O10 -2.056 -3.083 -5.773
H3 1.727 0.095 -1.330
H4 0.499 1.072 -0.888
H5 1.861 -0.857 -3.395
H6 0.677 -1.564 -5.480
H7 -2.998 -0.109 -3.925
H8 -1.854 0.633 -1.832

Cartesian forces, eV/Å:
-0.2 0.4 -0.2
0.0 0.0 0.0
0.2 0.0 0.2
0.0 -0.1 -0.1
0.0 0.0 0.0
0.0 0.0 0.0
0.0 0.0 0.1
-0.1 0.0 0.0
0.1 0.0 0.1
-0.1 0.0 -0.1
0.0 0.0 0.0
0.0 0.1 0.0
0.0 0.0 0.0
0.0 0.0 0.0
0.0 0.0 0.0
0.0 0.0 0.0
0.0 0.0 0.0
0.0 0.0 0.0
0.0 0.0 0.0
0.1 0.1 -0.1
0.1 -0.1 0.3
-0.1 -0.2 0.0
0.0 -0.1 -0.1
-0.2 0.0 0.0
0.1 0.0 -0.1
0.0 0.0 0.0
0.1 0.0 -0.1
-0.1 0.1 0.1
0.0 0.0 -0.1
0.0 0.0 0.1
0.0 -0.1 0.0
0.0 0.0 0.0
0.0 0.0 0.0
0.0 0.0 0.0
0.0 0.0 0.0
0.1 0.0 0.0
0.0 0.0 0.0
0.0 0.0 0.0
0.0 0.0 0.0
0.0 0.0 0.0

=====

Calculated gap between HOMO and LUMO (eV), listed in the same order as above: 7.36 4.79